# C16H38N2O9PS2

A structure of composition C16H38N2O9PS2 (ωB97M-V/def2-TZVPD, the Open Molecules 2025 dataset).

- Charge: -1
- Energy: -2556.95434 a.u.
- Max |F|: 0.6 eV Å⁻¹
- LUMO energy: 2.023 eV
- HOMO energy: -6.16 eV

Each line ends with the Löwdin charge.
Cartesian coordinates (Å):
C 1.82736 -0.46361 1.34111  -0.111
O 1.97551 -0.54570 -0.06532  -0.212
C 1.12838 -1.49821 -0.68716  -0.243
C 1.15784 -1.28566 -2.19767  -0.181
C -0.00453 -0.46844 -2.76327  -0.209
C -0.03564 1.01246 -2.34080  -0.185
C -0.71539 1.23325 -0.98388  -0.192
C -1.18340 2.66207 -0.66693  -0.191
C -1.62029 3.54463 -1.84053  -0.211
C -2.89401 3.12406 -2.61793  -0.198
C -3.84982 2.14279 -1.93077  -0.228
C -4.62386 2.75502 -0.75337  -0.236
S -4.79112 1.74937 0.72800  0.516
O -5.00065 2.70912 1.79133  -0.349
O -3.57036 0.95392 0.80557  -0.365
N -6.10077 0.84095 0.66512  -0.329
S -6.50253 -0.11094 -0.53095  0.478
O -6.63578 0.58310 -1.80133  -0.357
O -7.62181 -0.92225 -0.12258  -0.334
C -5.10780 -1.23749 -0.82940  -0.275
P -5.25129 -2.97610 -0.40269  0.430
O -6.07479 -3.40792 0.72785  -0.262
O -5.58828 -3.64931 -1.84033  -0.144
O -3.70127 -3.42306 -0.17910  -0.149
H 0.97106 -1.04553 1.69781  0.090
H 1.65553 0.57622 1.63225  0.087
H 2.72908 -0.82170 1.83971  0.050
H 0.10754 -1.38941 -0.30142  0.116
H 1.48877 -2.50547 -0.43512  0.118
H 1.13105 -2.27536 -2.66858  0.104
H 2.11529 -0.83694 -2.47694  0.114
H -0.95549 -0.94891 -2.50904  0.107
H 0.08588 -0.49781 -3.85512  0.102
H -0.55421 1.56506 -3.12579  0.090
H 1.00391 1.34767 -2.26239  0.118
H 0.01077 0.95767 -0.21254  0.092
H -1.54235 0.52707 -0.85940  0.089
H -1.98511 2.61092 0.07031  0.088
H -0.35799 3.19277 -0.17614  0.108
H -0.80117 3.64203 -2.56111  0.093
H -1.76904 4.55446 -1.44277  0.100
H -2.58243 2.65667 -3.55860  0.096
H -3.45905 4.02502 -2.87784  0.105
H -4.57694 1.80904 -2.66752  0.097
H -3.31262 1.25004 -1.60673  0.080
H -5.64396 3.00413 -1.04986  0.097
H -4.14232 3.66886 -0.39638  0.095
H -4.95088 -1.17968 -1.90940  0.077
H -4.20796 -0.87247 -0.33406  0.050
H -5.30213 -4.56664 -1.84897  0.070
H -3.21845 -3.51803 -1.00314  0.064
C 5.63027 -2.30115 3.42670  -0.067
C 5.80648 -1.29977 2.28907  -0.431
C 7.26617 -0.90974 2.02808  -0.209
O 7.82056 -0.01160 2.96988  -0.188
C 8.30967 -0.59751 4.15809  -0.112
N 4.94300 -0.14481 2.53946  0.041
H 5.73369 -1.82162 4.40046  0.065
H 4.63296 -2.73798 3.38613  0.075
H 6.36034 -3.11057 3.36214  0.077
H 5.44938 -1.77696 1.37044  0.137
H 7.31348 -0.38740 1.06941  0.122
H 7.89808 -1.80505 1.94679  0.118
H 8.74700 -1.58239 3.96383  0.088
H 7.53149 -0.69971 4.91867  0.075
H 9.08608 0.05973 4.54889  0.085
H 4.95929 0.46934 1.72995  0.084
H 5.35960 0.40542 3.28588  0.076